[1]
ORCA calculation (wB97M-V/def2-TZVPD) on a structure of composition C5H8Si in a non-equilibrium geometry.

Computed properties:
HOMO-LUMO gap = 0.328 hartree
Relative energy (zero: lowest compared OMol25 entry of this formula, charge and spin) = 220.09 kJ/mol
HOMO energy = -8.4 eV
Calculated total energy = -484.65913 hartree

CARTESIAN COORDINATES (ANGSTROEM)
C: -0.417 -0.814 0.786
C: -1.339 0.125 1.161
C: 0.444 0.795 -0.890
C: 0.530 -0.361 -0.274
C: 1.651 -1.370 -0.651
Si: -1.347 1.864 0.398
H: -0.233 -1.702 1.378
H: -2.116 -0.072 1.774
H: 1.006 1.100 -1.691
H: 2.072 -0.892 -1.607
H: 1.083 -2.207 -0.964
H: 2.151 -1.499 0.276
H: -2.269 1.876 -0.711
H: -1.215 3.158 1.015



[2]
ORCA calculation (wB97M-V/def2-TZVPD) on a cluster of 2 separate species, C36H47F3N3O6PS4 in total in a non-equilibrium geometry.

Computed properties:
HOMO-LUMO gap = 0.276 hartree
HOMO energy = -7.6 eV
Calculated total energy = -4249.24408 hartree
SMILES = C=C[C@H](N)[C@](Cc1cccc(C)c1)(O[C@](CCCSC(=S)N(c1ccccc1)c1ccccc1)(P(C)C)S(=O)(=O)C(F)(F)F)S(C)(=O)=O.CNC(C)=O

CARTESIAN COORDINATES (ANGSTROEM)
C: -3.876 0.450 6.083
C: -3.153 0.794 5.023
C: -1.984 -0.033 4.541
N: -1.011 -0.279 5.596
C: -1.334 0.552 3.239
C: -1.129 2.065 3.238
C: -0.155 2.638 4.242
C: -0.542 2.911 5.554
C: 0.360 3.480 6.447
C: 1.649 3.791 6.031
C: 2.052 3.536 4.719
C: 3.439 3.891 4.264
C: 1.136 2.968 3.836
O: -2.015 0.006 2.091
C: -3.115 0.441 1.349
C: -3.178 1.852 0.760
C: -2.191 2.358 -0.321
C: -0.782 1.784 -0.309
S: -0.043 2.035 -1.935
C: 1.652 1.741 -1.446
S: 2.372 2.609 -0.298
N: 2.292 0.613 -2.030
C: 1.849 -0.589 -1.359
C: 2.676 -1.124 -0.381
C: 2.297 -2.283 0.290
C: 1.088 -2.901 -0.017
C: 0.250 -2.344 -0.979
C: 0.625 -1.188 -1.651
C: 2.335 0.592 -3.451
C: 2.553 -0.604 -4.138
C: 2.644 -0.618 -5.524
C: 2.522 0.565 -6.247
C: 2.320 1.760 -5.568
C: 2.233 1.781 -4.181
P: -4.770 0.257 2.262
C: -6.109 0.132 1.026
C: -4.734 -1.377 3.081
S: -3.026 -0.913 -0.009
O: -1.664 -1.326 -0.218
O: -3.999 -1.924 0.311
C: -3.568 -0.265 -1.698
F: -4.512 0.685 -1.615
F: -4.068 -1.329 -2.336
F: -2.512 0.209 -2.365
S: 0.363 -0.182 2.878
C: -0.031 -1.830 2.374
O: 1.252 -0.226 4.001
O: 0.820 0.540 1.712
H: -3.568 -0.378 6.709
H: -4.775 0.987 6.342
H: -3.455 1.676 4.483
H: -2.360 -1.012 4.243
H: -1.040 -1.227 5.931
H: -1.094 0.362 6.369
H: -2.081 2.571 3.364
H: -0.774 2.344 2.254
H: -1.549 2.692 5.879
H: 0.045 3.695 7.458
H: 2.352 4.243 6.717
H: 4.162 3.599 5.025
H: 3.544 4.968 4.136
H: 3.704 3.384 3.342
H: 1.448 2.779 2.817
H: -3.190 2.555 1.583
H: -4.180 1.938 0.338
H: -2.647 2.255 -1.303
H: -2.100 3.435 -0.180
H: -0.708 0.745 -0.016
H: -0.160 2.346 0.376
H: 3.610 -0.633 -0.151
H: 2.959 -2.696 1.036
H: 0.807 -3.807 0.499
H: -0.701 -2.805 -1.200
H: -0.023 -0.758 -2.400
H: 2.660 -1.534 -3.600
H: 2.810 -1.557 -6.034
H: 2.576 0.551 -7.326
H: 2.237 2.685 -6.120
H: 2.100 2.729 -3.681
H: -6.360 1.133 0.681
H: -5.934 -0.511 0.172
H: -6.970 -0.232 1.583
H: -5.535 -1.992 2.675
H: -4.870 -1.271 4.152
H: -3.819 -1.916 2.850
H: 0.762 -2.461 2.761
H: -0.030 -1.841 1.287
H: -1.006 -2.144 2.726
C: 3.354 -4.937 -9.031
C: 3.803 -3.903 -8.025
O: 3.023 -3.380 -7.247
N: 5.121 -3.572 -8.014
C: 6.183 -4.084 -8.856
H: 2.286 -5.083 -8.906
H: 3.550 -4.603 -10.050
H: 3.864 -5.887 -8.870
H: 5.356 -2.878 -7.321
H: 6.958 -4.561 -8.252
H: 6.645 -3.279 -9.429
H: 5.790 -4.818 -9.551



[3]
ORCA calculation (wB97M-V/def2-TZVPD) on a structure of composition C40H59As3CsN7OS5 in a non-equilibrium geometry.

Computed properties:
Total charge = -2
HOMO-LUMO gap = 0.187 hartree
HOMO energy = -1.6 eV
Calculated total energy = -10736.52874 hartree

CARTESIAN COORDINATES (ANGSTROEM)
Cs: 0.718 -1.015 -0.493
C: -2.283 -1.732 -3.843
C: -1.545 -2.496 -2.918
C: -2.442 -3.016 -1.965
C: -3.741 -2.573 -2.301
C: -3.641 -1.783 -3.460
H: -1.878 -1.202 -4.697
H: -0.478 -2.689 -2.949
H: -2.175 -3.656 -1.130
H: -4.654 -2.804 -1.765
H: -4.465 -1.296 -3.968
C: 3.742 -2.745 2.535
C: 2.424 -2.889 1.834
N: 1.439 -2.081 1.974
N: 1.595 -1.062 2.913
C: 1.059 0.105 2.574
O: 0.560 0.500 1.489
C: 1.188 1.148 3.668
C: 0.323 2.239 3.604
C: 0.398 3.255 4.548
C: 1.350 3.193 5.559
C: 2.213 2.107 5.624
C: 2.128 1.085 4.688
C: 2.257 -4.005 0.828
C: 3.202 -5.017 0.704
C: 3.085 -5.927 -0.339
C: 2.031 -5.814 -1.224
C: 1.098 -4.811 -0.989
N: 1.202 -3.941 0.006
H: 3.812 -1.758 2.983
H: 4.565 -2.893 1.833
H: 3.856 -3.486 3.333
H: -0.393 2.280 2.791
H: -0.282 4.096 4.490
H: 1.421 3.989 6.291
H: 2.961 2.056 6.408
H: 2.789 0.229 4.727
H: 4.030 -5.081 1.396
H: 3.832 -6.701 -0.466
H: 1.927 -6.458 -2.086
H: 0.237 -4.689 -1.640
C: -3.650 3.191 -0.863
As: -2.117 2.125 -0.255
C: -2.775 0.466 -1.081
C: -0.859 2.533 -1.740
C: 0.082 3.744 -1.596
C: 0.810 3.922 -2.931
C: 1.099 3.543 -0.463
As: 2.244 1.927 -0.498
C: 3.676 2.561 -1.708
C: 3.204 2.424 1.145
C: -0.756 4.992 -1.284
As: 0.247 6.663 -0.974
C: -1.316 7.840 -1.140
C: 0.256 6.628 0.989
H: -3.574 4.227 -0.537
H: -4.546 2.747 -0.426
H: -3.742 3.156 -1.951
H: -2.759 0.545 -2.168
H: -3.804 0.296 -0.768
H: -2.197 -0.418 -0.811
H: -1.469 2.624 -2.644
H: -0.235 1.645 -1.871
H: 1.320 3.002 -3.222
H: 1.556 4.720 -2.889
H: 0.094 4.161 -3.722
H: 0.575 3.471 0.497
H: 1.780 4.400 -0.406
H: 3.822 3.640 -1.630
H: 3.464 2.289 -2.741
H: 4.594 2.051 -1.413
H: 3.867 3.267 0.942
H: 3.789 1.578 1.507
H: 2.486 2.697 1.916
H: -1.356 4.828 -0.385
H: -1.451 5.192 -2.107
H: -1.591 7.924 -2.191
H: -1.064 8.831 -0.762
H: -2.163 7.443 -0.578
H: 1.047 5.969 1.344
H: -0.701 6.272 1.372
H: 0.444 7.637 1.357
C: -3.476 -1.972 1.290
N: -4.377 -2.487 2.338
C: -3.920 -3.832 2.695
N: -2.533 -3.856 3.167
C: -1.682 -3.306 2.095
N: -2.078 -1.948 1.727
C: -1.986 -1.099 2.915
N: -2.850 -1.582 4.010
C: -4.226 -1.632 3.515
C: -2.435 -2.955 4.319
H: -3.782 -0.956 1.040
H: -3.562 -2.581 0.392
H: -4.003 -4.473 1.816
H: -4.568 -4.226 3.485
H: -1.760 -3.945 1.212
H: -0.643 -3.290 2.421
H: -2.272 -0.079 2.648
H: -0.956 -1.101 3.270
H: -4.540 -0.618 3.253
H: -4.876 -2.007 4.313
H: -3.070 -3.341 5.123
H: -1.398 -2.936 4.663
C: 0.457 -3.395 -5.662
S: 1.769 -4.532 -5.167
C: 3.157 -3.476 -5.273
C: 3.478 -2.501 -4.372
S: 2.643 -2.004 -2.952
S: 4.929 -1.630 -4.805
C: 5.337 -2.426 -6.268
S: 6.686 -2.060 -7.190
S: 4.210 -3.639 -6.649
H: -0.484 -3.944 -5.637
H: 0.631 -3.010 -6.666
H: 0.385 -2.581 -4.944



[4]
ORCA calculation (wB97M-V/def2-TZVPD) on a structure of composition C30H70Cl6F6NO8P in a non-equilibrium geometry.

Computed properties:
HOMO-LUMO gap = 0.276 hartree
HOMO energy = -7.6 eV
Calculated total energy = -5541.62698 hartree

CARTESIAN COORDINATES (ANGSTROEM)
C: 1.604 -1.645 2.448
C: 0.227 -1.207 2.036
C: 0.455 0.074 1.134
N: -0.712 0.588 0.280
C: -1.856 0.948 1.299
C: -1.332 -0.414 -0.743
C: -2.117 0.395 -1.814
C: -1.592 1.831 -1.735
C: -0.527 1.863 -0.623
H: 2.220 -1.678 1.549
H: 1.634 -2.529 3.085
H: 2.068 -0.861 3.046
H: -0.429 -1.044 2.891
H: -0.241 -1.969 1.412
H: 1.162 -0.173 0.341
H: 0.808 1.015 1.556
H: -2.061 -0.007 1.782
H: -2.710 1.243 0.689
H: -1.450 1.766 1.894
H: -1.856 -1.224 -0.236
H: -0.527 -0.887 -1.305
H: -3.179 0.412 -1.571
H: -1.951 0.040 -2.831
H: -2.352 2.583 -1.523
H: -1.068 2.094 -2.654
H: -0.299 2.770 -0.064
H: 0.391 1.580 -1.140
P: -0.379 4.329 -2.305
F: 0.488 2.991 -2.344
F: -1.114 3.857 -3.693
F: -1.546 3.527 -1.473
F: -1.355 5.647 -2.499
F: 0.140 4.934 -0.857
F: 0.835 5.178 -2.972
Cl: -4.256 2.937 -1.929
C: -3.148 3.045 -3.336
C: -3.585 2.357 -4.651
Cl: -4.079 0.713 -4.386
H: -2.164 2.801 -2.935
H: -3.088 4.107 -3.576
H: -2.847 2.410 -5.451
H: -4.463 2.860 -5.055
Cl: 2.061 0.730 -1.148
C: 3.118 1.850 -2.131
C: 2.296 2.095 -3.412
Cl: 3.424 2.793 -4.610
H: 4.090 1.444 -2.410
H: 3.278 2.791 -1.604
H: 1.442 2.740 -3.209
H: 1.888 1.182 -3.845
Cl: 5.722 -1.055 2.824
C: 4.426 -1.225 4.013
C: 3.716 0.140 4.337
Cl: 2.732 0.716 2.922
H: 4.894 -1.512 4.955
H: 3.680 -1.904 3.598
H: 4.511 0.803 4.677
H: 2.961 -0.084 5.092
C: -3.008 -1.375 3.347
O: -1.769 -1.027 3.937
C: -1.254 -2.045 4.817
C: -0.864 -3.368 4.022
O: 0.352 -3.264 3.299
C: 0.296 -4.118 2.168
H: -3.481 -0.493 2.917
H: -3.632 -1.888 4.080
H: -2.746 -2.062 2.543
H: -1.945 -2.294 5.622
H: -0.280 -1.607 5.032
H: -1.723 -3.733 3.458
H: -0.747 -4.192 4.726
H: 1.327 -4.315 1.874
H: -0.376 -3.735 1.400
H: -0.124 -5.078 2.470
C: 0.871 -3.315 0.643
O: 0.487 -2.255 -0.246
C: 1.459 -1.932 -1.291
C: 1.224 -2.928 -2.456
O: 2.205 -2.770 -3.538
C: 1.980 -3.809 -4.539
H: 1.195 -3.001 1.635
H: 1.678 -3.885 0.182
H: -0.015 -3.897 0.895
H: 2.496 -2.038 -0.971
H: 1.298 -0.922 -1.668
H: 0.176 -2.929 -2.754
H: 1.496 -3.927 -2.116
H: 2.270 -4.805 -4.204
H: 2.502 -3.543 -5.458
H: 0.912 -3.968 -4.689
C: -1.729 -2.473 -4.062
O: -1.275 -1.421 -3.171
C: 0.045 -1.048 -3.209
C: 0.402 -0.158 -4.408
O: -0.123 1.124 -4.150
C: 0.045 2.066 -5.220
H: -0.976 -3.261 -4.056
H: -1.753 -2.013 -5.050
H: -2.712 -2.895 -3.856
H: 0.766 -1.858 -3.096
H: 0.346 -0.437 -2.357
H: -0.008 -0.560 -5.335
H: 1.477 -0.294 -4.522
H: 1.099 2.163 -5.479
H: -0.200 3.051 -4.824
H: -0.644 1.847 -6.036
C: -1.566 3.349 6.352
O: -1.346 2.621 5.118
C: -0.499 1.467 5.139
C: -0.450 0.609 3.807
O: -0.192 1.358 2.573
C: 1.043 2.093 2.529
H: -2.098 4.258 6.072
H: -0.600 3.794 6.590
H: -1.923 2.904 7.281
H: -0.909 0.870 5.954
H: 0.530 1.688 5.424
H: -1.496 0.305 3.774
H: 0.197 -0.266 3.863
H: 1.369 2.295 1.508
H: 1.859 1.497 2.936
H: 1.070 3.084 2.983



Among the records above, which one has the lowest calculated total energy? C40H59As3CsN7OS5



calculated total energy of number 3 (C40H59As3CsN7OS5)? -10736.52874 hartree



Which of these has the lowest calculated total energy? C40H59As3CsN7OS5